{
  "formula": "C17H28N2",
  "method": "ωB97M-V/def2-TZVPD",
  "species": ["C", "C", "C", "C", "C", "C", "C", "C", "C", "N", "C", "C", "C", "C", "C", "C", "C", "C", "N", "H", "H", "H", "H", "H", "H", "H", "H", "H", "H", "H", "H", "H", "H", "H", "H", "H", "H", "H", "H", "H", "H", "H", "H", "H", "H", "H", "H"],
  "positions_angstrom": [[5.27023, -1.31626, 1.21048], [5.35730, -1.09651, -0.35980], [6.62893, -1.31370, -0.84673], [4.28377, -0.68505, -1.09093], [2.78814, -0.60668, -0.56916], [2.43542, 0.76310, 0.03125], [1.09897, 1.24222, 0.37179], [0.94235, 0.44987, 1.77948], [0.00079, 0.89908, -0.64152], [-1.32767, 1.40446, 0.10368], [-1.38165, 2.67775, -0.28725], [-2.44601, 0.64972, -0.54702], [-3.65171, 1.06338, 0.44888], [-4.75691, -0.04295, 0.31654], [-4.71276, -1.37824, 0.86960], [-5.57126, -2.11712, 0.43602], [-6.60196, -2.12763, -0.42996], [-6.50210, -0.65303, -0.99700], [-5.65895, 0.39354, -0.95465], [5.75275, -0.51316, 1.53381], [5.79083, -2.36382, 1.33532], [4.31186, -1.35766, 1.60642], [6.35360, -0.98254, -1.83801], [6.83943, -2.28460, -0.81431], [7.21003, -0.67560, -0.54435], [4.12326, -0.47949, -2.03233], [2.57426, -1.40059, 0.16064], [1.96640, -0.92638, -1.27496], [3.27275, 1.17644, 0.47149], [2.66315, 1.56316, -0.99944], [1.17120, 2.38058, 0.71137], [-0.11145, 1.01413, 2.21299], [0.76425, -0.48498, 1.54390], [1.70934, 0.54619, 2.39363], [0.28300, 1.33040, -1.68054], [-0.08114, -0.14825, -0.34539], [-2.30353, 3.19104, 0.28793], [-0.42353, 3.49324, -0.09767], [-1.60713, 3.05630, -1.29949], [-2.26606, -0.30752, -0.17695], [-2.60085, 1.02545, -1.48314], [-3.37409, 0.82023, 1.42125], [-4.09319, 1.85512, 0.13551], [-3.80316, -1.60391, 1.52419], [-5.57784, -3.14404, 0.88201], [-7.42463, -2.66818, -0.80808], [-7.31440, -0.31753, -1.66946]],
  "forces_ev_per_angstrom": [[0.1, -4.9, -4.4], [-6.8, 0.9, 3.3], [-4.9, -2.0, -6.2], [-1.6, -1.8, 6.2], [-0.7, -0.9, 1.2], [1.7, 2.5, -7.6], [0.5, 0.9, 4.1], [-7.1, 6.9, -2.1], [-0.2, 0.7, 3.4], [3.4, -3.9, -3.5], [-1.3, 9.7, 1.4], [-0.7, 2.4, 6.5], [0.6, -8.4, -1.1], [0.8, 1.6, -4.4], [9.3, 12.2, 2.7], [-8.7, -14.4, -1.4], [1.7, 9.0, -2.1], [-2.5, -0.5, -2.4], [1.5, -5.1, 6.6], [2.6, 3.0, 2.2], [-0.7, 2.2, 0.4], [-1.8, -0.1, 0.6], [1.4, -0.5, -1.3], [1.6, -3.9, 0.2], [7.0, 6.1, 3.7], [1.0, 0.9, -5.3], [0.6, 0.1, 0.5], [1.4, 0.7, -0.3], [1.3, 0.5, 2.3], [-0.3, -2.1, 1.8], [-0.2, -2.3, -1.2], [3.0, -2.1, -0.6], [-1.1, -4.9, -0.8], [3.5, 0.8, 2.7], [-1.1, -1.2, 1.5], [0.0, -0.6, -1.9], [2.0, -0.6, -0.9], [-2.3, -2.8, 0.2], [0.0, -1.3, -0.6], [0.3, -2.2, -1.1], [-0.5, -0.2, -2.9], [1.2, 1.2, 1.9], [-2.5, 5.7, -1.0], [-1.8, 0.1, -0.7], [0.6, 0.3, 0.1], [-0.3, -1.1, 0.3], [0.0, -0.9, -0.1]],
  "nbo_charge": [-0.63, 0.10, -0.65, -0.22, -0.45, -0.37, -0.21, -0.58, -0.28, -0.44, -0.43, -0.21, -0.45, 0.30, -0.33, -0.19, -0.27, 0.06, -0.43, 0.21, 0.20, 0.21, 0.22, 0.22, 0.20, 0.19, 0.19, 0.21, 0.22, 0.13, 0.22, 0.21, 0.18, 0.19, 0.23, 0.21, 0.19, 0.20, 0.17, 0.21, 0.20, 0.22, 0.22, 0.24, 0.19, 0.25, 0.16],
  "orbital_gap_ha": 0.336,
  "smiles": "CC(C)=CCC[C@H](C)CN(C)CCc1ccccn1",
  "energy_ha": -773.542023,
  "relative_energy_kcal_mol": 336.85
}

---

{
  "formula": "C17H28O15",
  "method": "ωB97M-V/def2-TZVPD",
  "species": ["C", "C", "O", "C", "O", "O", "C", "H", "H", "H", "H", "H", "H", "H", "H", "C", "C", "O", "C", "O", "O", "C", "H", "H", "H", "H", "H", "H", "H", "H", "O", "C", "O", "C", "C", "O", "H", "H", "H", "H", "O", "C", "O", "C", "C", "O", "H", "H", "H", "H", "O", "C", "O", "C", "C", "O", "H", "H", "H", "H"],
  "positions_angstrom": [[6.45565, -7.90722, 2.61852], [5.07172, -7.29523, 2.63912], [5.21536, -5.94477, 2.23646], [4.09960, -5.28912, 1.95159], [2.98805, -5.68222, 2.16325], [4.40310, -4.11152, 1.42668], [3.36456, -3.42736, 0.77211], [7.19407, -7.30160, 3.14326], [6.84014, -7.91282, 1.59080], [6.51050, -8.95197, 2.91744], [4.65731, -7.39165, 3.64628], [4.37184, -7.80522, 1.97545], [2.67099, -3.01137, 1.50219], [2.88233, -3.98138, -0.03745], [3.72411, -2.56259, 0.20733], [-2.36349, 1.44791, 3.46108], [-1.77774, 2.11392, 2.24393], [-2.33882, 3.43989, 2.12658], [-2.15028, 3.97079, 0.92102], [-1.56852, 3.44799, 0.00705], [-2.79490, 5.12581, 0.90086], [-2.88337, 5.75406, -0.36887], [-2.30828, 2.11460, 4.32114], [-1.80617, 0.54293, 3.70405], [-3.39695, 1.14121, 3.30531], [-1.83262, 1.53739, 1.33066], [-0.69236, 2.23926, 2.34551], [-3.59898, 6.56823, -0.37327], [-3.11676, 5.05943, -1.17476], [-1.90376, 6.18151, -0.59892], [-4.28442, -0.01679, 0.96671], [-4.00553, 0.23000, -0.15559], [-4.14989, 1.41274, -0.78498], [-3.90619, 1.29769, -2.17491], [-3.84784, -0.23871, -2.39052], [-3.66610, -0.71493, -1.07419], [-4.71192, 1.74802, -2.75182], [-2.98744, 1.81810, -2.43700], [-2.98438, -0.52134, -2.98989], [-4.77187, -0.58069, -2.85450], [-1.01039, 1.10620, -3.91574], [-0.51571, 2.09332, -3.48671], [-1.18160, 3.23311, -3.20491], [-0.27400, 4.25061, -2.85743], [0.94163, 3.44195, -2.40837], [0.79202, 2.22678, -3.13199], [-0.04759, 4.91222, -3.70221], [-0.62255, 4.93009, -2.08264], [0.92974, 3.29351, -1.32675], [1.88007, 3.91144, -2.69917], [1.07508, -0.87896, 1.85671], [0.73122, -0.53061, 0.75750], [1.49374, -0.41482, -0.31859], [0.69595, -0.01106, -1.45891], [-0.59347, 0.47782, -0.77067], [-0.53719, -0.17093, 0.50319], [1.21093, 0.81211, -1.94792], [0.60206, -0.86375, -2.12423], [-1.44505, 0.09173, -1.32740], [-0.72563, 1.54629, -0.61146]],
  "forces_ev_per_angstrom": [[0.6, 0.1, -1.3], [0.0, -1.0, 0.6], [0.5, 0.4, -0.1], [-0.5, 0.1, 0.3], [-0.5, -0.4, -0.1], [1.2, 0.0, -0.6], [-1.0, 1.3, -0.6], [-0.2, -0.1, 0.4], [-0.2, 0.1, 0.0], [-0.3, 0.1, 0.4], [-0.1, 0.4, 0.0], [0.1, 0.0, -0.1], [-0.3, -0.4, -0.2], [-0.2, -0.6, 0.6], [0.8, -0.1, 0.5], [-0.1, -0.2, 0.0], [1.2, -0.1, 0.6], [0.2, -0.3, -0.8], [-0.9, -0.5, 1.1], [0.5, 0.3, -0.7], [-0.6, 0.6, -0.3], [1.0, 0.3, -0.7], [0.0, 0.0, 0.0], [0.1, 0.0, -0.1], [0.0, 0.2, -0.1], [-0.9, 0.1, 0.0], [0.0, 0.1, 0.3], [-0.2, -0.2, 0.5], [-0.2, -0.2, 0.2], [0.0, 0.1, -0.1], [0.5, 0.4, 0.5], [-1.1, -0.6, -1.2], [-0.1, 0.6, 0.7], [0.2, -0.5, -0.7], [0.5, 1.3, -0.3], [0.0, -0.7, 0.4], [-0.1, 0.1, 0.3], [0.1, -0.1, 0.1], [-0.1, -0.1, -0.1], [0.0, -0.4, 0.3], [-0.1, -0.3, -0.2], [0.4, 0.6, 0.6], [-0.7, -0.1, -0.4], [1.2, 0.9, 0.2], [0.2, 1.0, -0.1], [-0.5, 0.2, -0.6], [-0.1, -0.5, -0.3], [-0.5, -0.6, 0.2], [0.0, -0.4, -0.1], [0.0, -0.1, 0.0], [0.2, 0.1, -1.0], [-0.3, -0.3, 1.8], [0.5, -0.1, -0.5], [0.4, 0.8, 1.0], [-0.2, -1.1, -0.7], [-0.3, 0.2, -0.4], [0.1, -0.7, 0.2], [-0.3, 0.0, 0.0], [-0.1, 0.1, 0.2], [0.4, 0.1, -0.1]],
  "nbo_charge": [-0.63, -0.07, -0.50, 0.99, -0.64, -0.50, -0.27, 0.22, 0.21, 0.22, 0.18, 0.19, 0.21, 0.18, 0.20, -0.64, -0.06, -0.48, 1.00, -0.69, -0.48, -0.26, 0.21, 0.23, 0.23, 0.20, 0.17, 0.21, 0.20, 0.17, -0.56, 0.98, -0.50, -0.10, -0.10, -0.50, 0.19, 0.20, 0.21, 0.19, -0.58, 0.98, -0.49, -0.10, -0.10, -0.50, 0.18, 0.21, 0.20, 0.21, -0.60, 0.97, -0.49, -0.11, -0.14, -0.50, 0.23, 0.20, 0.20, 0.22],
  "orbital_gap_ha": 0.392,
  "smiles": "CCOC(=O)OC.CCOC(=O)OC.O=C1OCCO1.O=C1OCCO1.O=C1OCCO1",
  "energy_ha": -1793.209035,
  "relative_energy_kcal_mol": 0.00
}

---

{
  "formula": "C17H28O15",
  "method": "ωB97M-V/def2-TZVPD",
  "species": ["C", "C", "O", "C", "O", "O", "C", "H", "H", "H", "H", "H", "H", "H", "H", "C", "C", "O", "C", "O", "O", "C", "H", "H", "H", "H", "H", "H", "H", "H", "O", "C", "O", "C", "C", "O", "H", "H", "H", "H", "O", "C", "O", "C", "C", "O", "H", "H", "H", "H", "O", "C", "O", "C", "C", "O", "H", "H", "H", "H"],
  "positions_angstrom": [[5.31900, 0.13662, 2.13409], [4.55933, -1.06663, 2.55578], [3.17051, -0.92610, 2.66874], [2.41923, -1.13069, 1.59387], [2.68929, -0.63185, 0.48713], [1.30911, -1.56076, 2.00069], [0.11808, -1.41483, 1.15557], [6.12287, -0.35203, 1.58351], [5.60664, 0.84922, 2.90711], [4.66174, 0.74095, 1.50888], [5.06383, -1.47565, 3.43115], [4.65688, -1.82458, 1.77855], [0.42000, -1.32820, 0.11182], [-0.50556, -0.53104, 1.29019], [-0.59193, -2.21342, 1.37062], [-4.51826, 0.54954, -3.18023], [-2.95491, 0.34528, -2.99809], [-2.51619, -0.79620, -2.37699], [-2.97319, -1.16128, -1.11439], [-3.51930, -0.36584, -0.32837], [-2.67063, -2.46223, -0.84445], [-3.12551, -3.04014, 0.40015], [-4.91172, 1.47170, -3.60790], [-4.81561, 0.50188, -2.13266], [-4.94130, -0.31191, -3.69700], [-2.57904, 1.12658, -2.33750], [-2.36296, 0.28425, -3.91130], [-2.97610, -4.10976, 0.54744], [-4.13305, -2.77738, 0.72250], [-2.55068, -2.54266, 1.18128], [-4.41730, -2.31421, 3.45930], [-3.90375, -1.22858, 3.48198], [-2.84848, -0.87161, 4.17327], [-2.51303, 0.49984, 3.81871], [-3.71314, 1.04970, 3.20473], [-4.31394, -0.16219, 2.79687], [-2.14993, 0.99364, 4.72005], [-1.75225, 0.58110, 3.04236], [-3.38749, 1.70930, 2.40038], [-4.27094, 1.54929, 3.99679], [0.22717, 0.70616, -1.96001], [0.40682, 1.81448, -1.43659], [0.45508, 3.09437, -2.00690], [0.53699, 4.05621, -1.05940], [0.43369, 3.28230, 0.26115], [0.47812, 1.96987, -0.13464], [1.54447, 4.46950, -1.10715], [-0.31460, 4.71269, -1.23811], [-0.43884, 3.47117, 0.88654], [1.22144, 3.46101, 0.99301], [1.91564, -2.12417, -4.77709], [2.68976, -1.46417, -4.09169], [2.70751, -0.21057, -3.90846], [3.35971, 0.20399, -2.72670], [4.47596, -0.91346, -2.71628], [3.80195, -1.92050, -3.52176], [3.55563, 1.27468, -2.66880], [2.70004, 0.17387, -1.85949], [4.65323, -1.21814, -1.68485], [5.38991, -0.62841, -3.23738]],
  "forces_ev_per_angstrom": [[-0.6, 0.8, -0.6], [0.7, -1.1, -0.8], [0.0, -0.5, 1.9], [2.1, 4.4, -2.5], [-0.2, -1.8, 1.4], [-4.4, -1.3, 0.5], [0.1, -0.1, -0.8], [0.5, 1.1, -0.1], [0.4, -0.5, 0.3], [0.3, -0.2, -0.7], [-0.9, -0.2, 0.5], [0.5, -0.1, -0.1], [0.0, -0.6, 0.0], [0.8, 0.6, 0.9], [0.8, -0.4, -0.1], [1.4, -1.4, 1.1], [-0.7, 2.6, -0.6], [-0.9, -4.5, 2.9], [-0.4, 1.8, 0.7], [1.3, -2.1, -1.8], [-0.6, 0.5, -1.0], [0.2, 1.6, 1.5], [0.7, 0.0, -0.1], [-0.7, 0.1, -0.1], [-0.1, 0.1, -0.1], [-0.1, 0.8, -0.5], [-0.3, 0.6, -0.2], [0.2, 0.1, -1.1], [-0.3, 0.0, -0.8], [0.2, -0.2, 0.2], [0.5, 0.8, -0.1], [-0.9, -0.6, -0.4], [1.9, 0.7, 0.9], [2.4, -0.6, 1.0], [-0.4, 0.0, 0.9], [-2.3, 0.6, -1.9], [-0.1, -0.1, -0.1], [0.6, -0.9, 0.3], [-0.9, -0.2, -0.2], [-0.8, 0.2, -0.5], [0.9, 4.1, 1.0], [-1.2, -2.1, -2.0], [-0.2, -4.2, -2.3], [0.3, 1.1, 1.8], [0.0, 1.5, 1.5], [0.1, -1.9, 1.0], [-0.3, 0.8, -0.2], [0.5, 0.6, 0.3], [-0.6, 0.0, -0.5], [0.5, 0.1, -0.5], [1.7, 1.4, 1.6], [-0.6, -3.3, -2.0], [-2.7, 5.3, -0.3], [0.7, -1.0, 0.7], [-1.4, 1.2, -0.2], [1.6, -2.0, 1.7], [0.9, -0.1, -1.2], [-0.3, -1.1, 0.0], [0.0, -0.5, -0.3], [0.0, 0.0, 0.1]],
  "nbo_charge": [-0.64, -0.06, -0.50, 0.99, -0.69, -0.47, -0.28, 0.22, 0.21, 0.23, 0.19, 0.17, 0.24, 0.19, 0.20, -0.66, -0.05, -0.49, 1.00, -0.67, -0.50, -0.26, 0.22, 0.23, 0.21, 0.17, 0.21, 0.21, 0.22, 0.17, -0.59, 0.97, -0.48, -0.10, -0.09, -0.48, 0.20, 0.18, 0.21, 0.18, -0.57, 0.97, -0.49, -0.09, -0.10, -0.48, 0.19, 0.20, 0.18, 0.19, -0.59, 0.98, -0.49, -0.11, -0.10, -0.50, 0.20, 0.22, 0.21, 0.19],
  "orbital_gap_ha": 0.374,
  "smiles": "CCOC(=O)OC.CCOC(=O)OC.O=C1OCCO1.O=C1OCCO1.O=C1OCCO1",
  "energy_ha": -1793.078027,
  "relative_energy_kcal_mol": 82.21
}

---

{
  "formula": "C17H28O15",
  "method": "ωB97M-V/def2-TZVPD",
  "species": ["C", "C", "O", "C", "O", "O", "C", "H", "H", "H", "H", "H", "H", "H", "H", "C", "C", "O", "C", "O", "O", "C", "H", "H", "H", "H", "H", "H", "H", "H", "O", "C", "O", "C", "C", "O", "H", "H", "H", "H", "O", "C", "O", "C", "C", "O", "H", "H", "H", "H", "O", "C", "O", "C", "C", "O", "H", "H", "H", "H"],
  "positions_angstrom": [[-3.10876, -6.68030, 3.47324], [-2.07683, -6.93866, 2.32228], [-1.34925, -5.83908, 1.96171], [-0.22447, -5.43286, 2.53017], [0.31789, -6.03088, 3.46455], [0.22222, -4.37393, 1.83987], [1.51759, -3.82288, 2.05487], [-3.73591, -7.56303, 3.59804], [-3.75248, -5.82561, 3.26531], [-2.61886, -6.45363, 4.42019], [-2.60952, -7.28037, 1.43484], [-1.41771, -7.77164, 2.56684], [2.25143, -4.53999, 1.68701], [1.67269, -3.51312, 3.08834], [1.54401, -2.87292, 1.52102], [-0.55398, 2.72941, 3.19219], [-2.06007, 2.51751, 2.87936], [-2.78621, 1.69538, 3.74000], [-2.50662, 0.42783, 3.84416], [-1.85160, -0.35023, 3.12591], [-2.98493, 0.00814, 5.09911], [-2.94355, -1.45998, 5.35535], [-0.48396, 3.22062, 4.16271], [-0.00313, 3.31165, 2.45349], [0.01163, 1.80010, 3.25987], [-2.21166, 2.35674, 1.81199], [-2.63248, 3.43038, 3.04409], [-2.66171, -2.08592, 4.50867], [-3.97612, -1.67670, 5.62907], [-2.24166, -1.69309, 6.15604], [3.72640, -0.26971, -2.79694], [2.52004, -0.33352, -2.66463], [1.83883, 0.07294, -1.59064], [0.51041, 0.08015, -1.87011], [0.42054, -0.93840, -2.95779], [1.70624, -0.84206, -3.56388], [-0.06220, -0.29089, -1.02007], [0.08776, 1.03655, -2.17793], [-0.41090, -0.71139, -3.62509], [0.14213, -1.92146, -2.57808], [4.51586, 6.69373, 0.33979], [5.25748, 5.83864, -0.19159], [5.17834, 4.61071, 0.15644], [6.13651, 3.87369, -0.56956], [7.17092, 4.91038, -0.65630], [6.37128, 6.00758, -0.93671], [6.48628, 2.95168, -0.10516], [5.78458, 3.49125, -1.52768], [7.95054, 4.82455, -1.41323], [7.79467, 4.92488, 0.23747], [-2.91046, 1.24065, -9.03842], [-2.97782, 1.83623, -7.99010], [-2.90091, 1.28101, -6.77676], [-3.10794, 2.36538, -5.89564], [-2.89997, 3.64862, -6.72712], [-3.29723, 3.18025, -7.95508], [-4.05100, 2.43701, -5.35379], [-2.35965, 2.25882, -5.11028], [-1.85244, 3.94781, -6.69147], [-3.51426, 4.50202, -6.43993]],
  "forces_ev_per_angstrom": [[0.8, 0.1, -0.5], [-1.4, -1.8, 1.6], [0.3, 2.5, -1.4], [1.5, -1.9, 1.6], [-0.7, 1.6, -1.6], [-0.9, -0.2, 0.1], [-0.1, 0.2, 0.4], [0.0, 0.0, 0.0], [0.0, 0.0, -0.3], [0.2, -0.2, 0.0], [-0.1, 0.4, -0.1], [0.1, 0.0, 0.4], [0.2, 0.3, 0.2], [0.1, -0.6, 0.2], [-0.1, -0.3, -0.4], [-0.6, -0.5, 0.7], [0.8, 2.2, -1.3], [-0.2, -0.8, 0.4], [1.7, -4.2, 1.4], [-1.8, 2.8, 1.0], [0.6, -0.7, -1.9], [-0.5, 0.9, -0.2], [0.2, 0.1, 0.0], [-0.5, 0.2, -0.1], [-0.3, -0.2, 0.0], [-0.1, -0.9, 0.0], [0.6, 0.5, -0.1], [0.0, 0.6, -0.3], [0.2, -0.2, 0.2], [-0.2, 0.4, 0.1], [-2.0, 0.1, 0.4], [3.5, 0.1, -0.1], [2.2, 1.0, 1.3], [-2.8, -0.7, 0.4], [-1.7, -0.1, -0.7], [-1.2, -0.9, -0.9], [0.1, 0.3, 0.2], [0.5, 0.3, 0.1], [0.5, 0.2, -0.6], [0.9, -0.3, 0.0], [2.4, -2.1, -2.8], [-1.9, 4.9, 2.9], [-1.5, -3.7, 0.7], [0.9, -2.3, -0.4], [2.4, -1.0, -1.2], [-0.4, 2.6, 0.1], [-0.3, 0.3, 0.9], [-0.5, 0.6, -0.2], [-0.5, -0.2, -0.5], [-0.6, 0.8, 0.7], [0.2, 0.7, 1.7], [-1.1, -0.9, -3.7], [-0.4, 1.1, -0.2], [0.9, 1.4, 2.6], [0.2, -0.2, 1.9], [0.5, -1.2, -1.5], [-0.5, -0.8, -0.6], [0.1, 0.1, 0.0], [0.2, 0.1, -0.3], [-0.1, -0.2, 0.2]],
  "nbo_charge": [-0.64, -0.06, -0.50, 0.99, -0.65, -0.50, -0.25, 0.21, 0.21, 0.22, 0.19, 0.19, 0.19, 0.20, 0.20, -0.65, -0.07, -0.48, 0.99, -0.65, -0.53, -0.26, 0.21, 0.23, 0.23, 0.18, 0.19, 0.21, 0.19, 0.19, -0.59, 0.96, -0.48, -0.10, -0.11, -0.47, 0.20, 0.18, 0.20, 0.19, -0.59, 0.96, -0.46, -0.11, -0.11, -0.48, 0.21, 0.20, 0.21, 0.18, -0.56, 0.95, -0.46, -0.11, -0.09, -0.48, 0.19, 0.19, 0.17, 0.20],
  "orbital_gap_ha": 0.394,
  "smiles": "CCOC(=O)OC.CCOC(=O)OC.O=C1OCCO1.O=C1OCCO1.O=C1OCCO1",
  "energy_ha": -1793.112794,
  "relative_energy_kcal_mol": 60.39
}